(1)
{"formula": "F2H2O2Si", "method": "the ωB97M-V functional and the def2-TZVPD basis", "spin_multiplicity": 1, "lumo_energy_ev": -1.007, "elements": ["Si", "F", "F", "O", "O", "H", "H"], "xyz": [[-0.616, -0.197, -0.013], [-1.453, 0.033, 1.324], [-1.492, -0.830, -1.160], [0.492, -1.215, 0.424], [0.548, 1.987, -0.502], [1.470, 1.994, -0.070], [1.049, -1.772, -0.003]], "atomic_forces_ev_per_a": [[1.2, 2.8, 0.6], [0.2, 0.3, -1.2], [0.0, 0.9, 0.0], [-1.4, 1.8, 2.3], [-0.3, -3.0, 1.2], [-2.1, -0.6, -0.7], [2.4, -2.3, -2.1]], "lowdin_charge": [0.46, -0.06, -0.05, 0.00, -0.37, -0.01, 0.03]}

---

(2)
{"formula": "C3H2LiO3Rh", "method": "the ωB97M-V functional and the def2-TZVPD basis", "spin_multiplicity": 6, "total_charge": 1, "lumo_energy_ev": [-3.883, -7.526], "s_squared": 8.764, "elements": ["Rh", "O", "O", "O", "C", "C", "C", "Li", "H", "H"], "xyz": [[-1.141, 1.962, -1.788], [-0.487, -2.818, -0.385], [1.192, 1.667, 0.027], [-0.080, -0.142, -0.280], [0.129, -2.270, 0.718], [0.198, 1.138, -0.506], [0.751, -0.924, 0.596], [2.134, 0.449, 1.163], [-0.962, -2.165, 1.165], [0.826, -2.979, 1.242]], "atomic_forces_ev_per_a": [[0.3, 0.0, 0.2], [1.6, 0.7, -0.2], [-0.7, -1.2, 0.0], [1.7, -1.3, 1.8], [-1.7, -2.5, 0.9], [0.4, 2.0, -0.5], [-2.7, 0.9, -3.0], [0.6, 0.9, 0.1], [1.7, 0.1, 0.8], [-1.1, 0.5, -0.1]], "mulliken_spin": [2.20, 0.99, 0.03, 0.08, 0.07, -0.13, 1.52, 0.02, 0.16, 0.04]}

---

(3)
{"formula": "C63H53N5OP2RuS3", "method": "the ωB97M-V functional and the def2-TZVPD basis", "spin_multiplicity": 6, "total_charge": 3, "lumo_energy_ev": [-6.444, -9.248], "s_squared": 8.769, "elements": ["Ru", "S", "S", "S", "P", "P", "O", "N", "N", "N", "N", "N", "C", "C", "C", "C", "C", "C", "C", "C", "C", "C", "C", "C", "C", "C", "C", "C", "C", "C", "C", "C", "C", "C", "C", "C", "C", "C", "C", "C", "C", "C", "C", "C", "C", "C", "C", "C", "C", "C", "C", "C", "C", "C", "C", "C", "C", "C", "C", "C", "C", "C", "C", "C", "C", "C", "C", "C", "C", "C", "C", "C", "C", "C", "C", "H", "H", "H", "H", "H", "H", "H", "H", "H", "H", "H", "H", "H", "H", "H", "H", "H", "H", "H", "H", "H", "H", "H", "H", "H", "H", "H", "H", "H", "H", "H", "H", "H", "H", "H", "H", "H", "H", "H", "H", "H", "H", "H", "H", "H", "H", "H", "H", "H", "H", "H", "H", "H"], "xyz": [[-0.250, 0.649, 0.068], [-1.860, 3.823, 0.258], [1.566, 0.020, -1.463], [-0.397, -2.048, 0.793], [0.517, 0.412, 2.406], [-2.371, -0.355, -1.021], [1.078, -1.958, 0.918], [2.919, 2.366, -1.017], [4.897, 1.709, -0.371], [-1.387, 2.497, -0.520], [1.809, 3.140, -1.304], [4.080, 0.658, -0.571], [-1.497, 3.620, 4.061], [-3.595, -4.622, -2.394], [2.787, 1.472, 3.699], [-1.629, 6.487, -0.297], [-5.700, 0.243, 2.103], [0.068, -0.248, 4.990], [4.995, 0.532, 3.512], [-1.276, 7.583, -1.068], [-2.101, -0.312, -3.740], [-2.353, 0.097, -5.036], [-2.323, -6.680, -2.476], [-6.002, 0.452, 0.766], [2.299, 0.512, 2.809], [-1.529, -4.025, 4.759], [4.192, 2.759, -0.650], [-3.682, -6.044, -2.868], [-2.375, -4.434, -1.722], [-3.406, -0.123, 1.513], [-1.986, -3.227, -1.114], [4.128, 1.473, 4.047], [-3.708, 0.052, 0.159], [-3.506, 1.463, -2.903], [-0.769, -3.308, -0.394], [-0.408, 6.121, -2.775], [-0.929, -2.781, 2.339], [-3.778, 1.848, -4.209], [0.357, 4.455, 2.777], [-0.277, -0.951, 6.148], [-6.336, 4.649, 0.163], [3.173, -0.435, 2.273], [-5.705, 4.254, 1.333], [-0.717, 4.684, 3.626], [-1.823, -4.672, 3.587], [4.515, -0.423, 2.628], [-4.394, -0.032, 2.479], [-0.322, -5.559, -1.191], [-0.075, 2.076, 2.882], [-0.103, -0.732, 3.698], [2.855, 1.015, -0.956], [-3.219, 1.159, -5.275], [-2.712, 0.344, -2.665], [-0.668, 7.401, -2.305], [-0.761, 5.016, -2.010], [-1.370, 5.213, -0.783], [-1.575, -5.595, -1.756], [-3.642, 4.077, 0.141], [-4.030, -2.310, -2.009], [0.662, 3.162, 2.386], [-1.690, -4.450, 6.188], [-0.657, -2.036, 3.522], [-1.516, -4.027, 2.381], [0.059, -4.407, -0.487], [-1.183, 2.319, 3.691], [-4.260, 4.478, -1.037], [-5.018, 0.355, -0.205], [-0.975, -2.727, 4.711], [-0.792, -2.215, 6.009], [-4.349, 3.963, 1.328], [-1.240, -3.227, 7.021], [4.676, 4.156, -0.636], [-2.833, -2.112, -1.333], [-4.445, -3.550, -2.513], [-5.617, 4.757, -1.022], [5.185, -1.168, 2.218], [-1.723, -4.547, 1.456], [-2.448, -7.551, -1.830], [-4.519, -6.554, -2.388], [-0.408, 8.260, -2.907], [-2.053, -2.833, 7.633], [-7.390, 4.893, 0.175], [2.132, 2.217, 4.129], [-2.334, 3.801, 4.723], [-0.943, 5.689, 3.958], [-2.261, -5.661, 3.573], [-4.672, -1.457, -2.188], [-0.128, -0.495, 7.118], [2.795, -1.193, 1.603], [0.958, 5.288, 2.434], [4.493, 2.215, 4.746], [-2.124, 6.622, 0.658], [-2.716, -4.749, 6.406], [4.646, 4.583, -1.640], [4.421, -0.281, -0.438], [1.515, 2.962, -2.260], [-1.067, -5.324, 6.388], [-4.435, 2.688, -4.398], [-0.588, 4.013, -2.379], [-1.707, 2.446, -1.485], [-5.296, 0.481, -1.242], [0.349, -6.406, -1.242], [1.518, 2.976, 1.744], [-1.441, -1.153, -3.553], [-6.258, 4.199, 2.262], [1.009, -4.381, 0.034], [-0.432, -3.481, 7.709], [-5.398, -3.633, -3.019], [6.040, 0.539, 3.792], [-1.772, 1.495, 4.071], [-7.017, 0.684, 0.471], [5.706, 4.155, -0.291], [-2.391, -0.360, 1.814], [-1.882, -0.410, -5.868], [-6.480, 0.286, 2.852], [4.080, 4.788, 0.025], [-6.106, 5.091, -1.927], [-1.478, 8.581, -0.704], [-1.771, -7.028, -3.350], [-3.929, 2.023, -2.080], [-3.836, 3.669, 2.235], [0.064, 5.983, -3.738], [-3.451, 1.449, -6.291], [0.495, 0.739, 5.118], [-3.686, 4.602, -1.948], [-3.865, -6.101, -3.942], [2.035, 4.122, -1.193], [-4.152, -0.196, 3.522]], "atomic_forces_ev_per_a": [[-0.5, 0.6, -0.5], [-0.4, 0.4, -0.3], [-0.4, 0.0, -0.2], [0.2, -1.3, 0.4], [0.3, 0.2, 1.3], [-1.4, -0.4, -0.1], [0.4, 0.1, 0.0], [0.3, -0.5, 0.2], [0.3, -0.2, 0.1], [0.4, -1.0, 0.0], [-0.3, 0.2, 0.0], [-0.3, 0.0, -0.2], [0.0, 0.0, 0.0], [0.0, 0.3, 0.0], [0.0, -0.1, 0.0], [0.0, 0.0, 0.0], [0.0, 0.0, 0.1], [0.0, 0.1, -0.2], [0.0, 0.0, 0.0], [0.0, 0.0, 0.0], [0.0, 0.0, 0.1], [0.0, 0.0, -0.1], [0.0, -0.2, -0.1], [-0.1, 0.1, 0.0], [0.0, 0.0, -0.5], [-0.1, 0.0, -0.3], [-0.2, 0.1, -0.2], [-0.1, -0.1, -0.1], [0.1, 0.0, 0.1], [0.0, 0.1, -0.1], [-0.2, -0.1, -0.2], [0.0, 0.0, 0.1], [0.3, 0.3, 0.2], [0.0, 0.0, 0.1], [0.0, 0.5, 0.0], [0.0, 0.0, 0.0], [-0.2, 0.4, -0.5], [0.0, 0.1, -0.1], [0.0, 0.1, -0.1], [0.0, -0.2, 0.2], [0.0, 0.0, 0.0], [0.1, 0.0, 0.1], [0.0, 0.0, 0.1], [0.0, 0.0, 0.0], [0.0, 0.0, 0.2], [0.0, 0.0, 0.0], [0.0, 0.0, 0.0], [-0.1, -0.2, -0.2], [0.0, 0.0, -0.3], [-0.2, 0.1, -0.2], [0.4, 0.4, 0.0], [0.0, 0.0, 0.0], [0.4, 0.2, 0.1], [0.0, 0.0, 0.0], [0.0, -0.1, 0.0], [0.1, -0.2, 0.2], [0.1, 0.2, 0.2], [0.4, -0.2, 0.1], [0.2, 0.2, 0.1], [0.0, 0.0, 0.0], [0.0, -0.1, 0.1], [0.0, 0.0, 0.2], [0.0, 0.0, -0.1], [0.1, 0.1, 0.3], [0.0, 0.0, -0.1], [0.0, 0.0, -0.2], [0.0, -0.1, -0.1], [0.0, 0.1, -0.1], [0.1, 0.2, -0.2], [0.0, -0.1, 0.0], [0.0, -0.1, 0.2], [-0.1, 0.1, 0.0], [0.3, 0.1, -0.1], [0.0, -0.3, 0.0], [0.1, 0.0, 0.0], [0.0, 0.0, 0.0], [0.0, 0.0, 0.0], [0.0, 0.0, 0.0], [0.0, 0.0, 0.0], [0.0, 0.0, 0.0], [0.0, 0.0, 0.0], [0.0, 0.0, 0.0], [0.1, 0.0, 0.0], [0.0, 0.0, 0.0], [0.0, 0.0, 0.0], [0.0, 0.0, 0.0], [0.0, 0.0, -0.1], [0.0, 0.0, 0.0], [0.1, 0.0, 0.0], [0.0, 0.0, 0.0], [0.0, 0.0, 0.0], [0.0, 0.0, 0.0], [0.0, 0.0, 0.0], [0.0, 0.0, 0.0], [0.0, 0.0, 0.0], [0.1, 0.1, -0.1], [0.0, 0.0, 0.0], [0.0, 0.0, 0.0], [0.0, 0.0, 0.0], [-0.1, 0.1, 0.0], [0.0, 0.0, 0.0], [0.0, 0.0, 0.0], [0.0, 0.1, 0.0], [0.0, -0.1, -0.1], [0.0, 0.0, 0.0], [0.0, 0.0, 0.1], [0.0, 0.0, 0.0], [0.0, 0.0, 0.0], [0.0, 0.0, 0.0], [0.0, 0.0, 0.0], [0.0, 0.0, 0.0], [0.0, 0.0, 0.0], [0.0, 0.0, 0.1], [0.0, 0.0, 0.0], [0.0, 0.0, 0.0], [0.0, 0.0, 0.0], [0.0, 0.0, 0.0], [0.0, 0.0, 0.0], [0.0, 0.0, 0.0], [-0.1, 0.0, 0.0], [0.0, 0.0, 0.0], [0.0, 0.0, 0.0], [0.0, 0.0, 0.0], [0.0, 0.0, 0.0], [0.0, 0.0, 0.0], [0.0, 0.0, 0.0], [0.1, 0.0, 0.0], [0.0, 0.0, 0.0]], "mulliken_spin": [3.54, 0.04, 0.21, -0.06, 0.18, 0.29, 0.05, 0.00, 0.01, 0.08, 0.02, 0.02, 0.00, 0.00, 0.02, 0.00, 0.00, 0.01, 0.01, 0.00, 0.03, -0.01, 0.00, 0.00, 0.04, 0.01, -0.01, 0.00, 0.01, 0.05, 0.02, 0.00, -0.10, 0.00, 0.07, 0.00, 0.04, 0.00, -0.01, 0.00, 0.00, -0.01, 0.00, 0.03, 0.00, 0.00, 0.01, 0.00, -0.06, 0.07, 0.05, 0.02, 0.05, 0.00, 0.00, 0.01, 0.00, 0.01, 0.01, 0.07, 0.00, 0.02, 0.01, 0.00, 0.03, 0.00, 0.02, 0.00, 0.00, 0.00, 0.00, 0.00, 0.00, 0.00, 0.00, 0.00, 0.00, 0.00, 0.00, 0.00, 0.00, 0.00, 0.00, 0.00, 0.00, 0.00, 0.00, 0.00, 0.01, 0.00, 0.00, 0.00, 0.00, 0.00, 0.00, 0.00, 0.00, 0.00, 0.00, 0.02, 0.00, 0.00, 0.00, 0.00, 0.00, 0.00, 0.00, 0.00, 0.00, 0.00, 0.00, 0.00, 0.01, 0.00, 0.00, 0.00, 0.00, 0.00, 0.00, 0.01, 0.00, 0.00, 0.00, 0.00, 0.00, 0.00, 0.00, 0.00]}

---

(4)
{"formula": "C10H30FO5", "method": "the ωB97M-V functional and the def2-TZVPD basis", "spin_multiplicity": 1, "total_charge": -1, "lumo_energy_ev": 3.312, "elements": ["F", "O", "O", "O", "O", "O", "C", "C", "C", "C", "C", "C", "C", "C", "C", "C", "H", "H", "H", "H", "H", "H", "H", "H", "H", "H", "H", "H", "H", "H", "H", "H", "H", "H", "H", "H", "H", "H", "H", "H", "H", "H", "H", "H", "H", "H"], "xyz": [[10.723, 6.102, 34.435], [8.615, 5.466, 36.150], [11.440, 7.539, 31.355], [12.858, 5.444, 35.878], [9.776, 3.837, 32.935], [12.257, 8.340, 35.803], [12.788, 6.018, 30.101], [12.703, 8.923, 37.031], [8.522, 3.820, 30.896], [7.415, 4.129, 37.773], [12.165, 3.154, 36.406], [14.187, 9.065, 37.032], [8.758, 4.423, 37.101], [8.786, 4.533, 32.202], [12.329, 6.413, 31.512], [12.499, 4.554, 36.897], [9.389, 3.674, 30.250], [9.080, 3.485, 36.639], [8.243, 2.783, 31.104], [14.679, 8.095, 36.962], [10.369, 4.517, 33.286], [7.071, 5.014, 38.314], [11.634, 4.976, 37.424], [7.693, 4.304, 30.375], [12.116, 5.568, 35.246], [12.236, 8.345, 37.835], [7.884, 4.592, 32.817], [6.580, 3.901, 37.108], [12.155, 9.871, 37.056], [13.168, 6.846, 29.502], [9.177, 5.539, 32.024], [11.755, 5.619, 31.990], [14.503, 9.671, 36.183], [13.291, 4.588, 37.649], [14.490, 9.610, 37.932], [9.471, 4.627, 37.906], [11.991, 5.448, 29.624], [12.258, 7.377, 35.934], [9.425, 5.449, 35.601], [11.939, 2.511, 37.263], [7.535, 3.278, 38.446], [13.688, 5.404, 30.214], [10.859, 7.305, 30.626], [11.284, 3.133, 35.765], [13.007, 2.676, 35.904], [13.159, 6.662, 32.169]], "atomic_forces_ev_per_a": [[0.3, -1.1, 0.2], [0.3, -0.9, 0.8], [0.5, 0.1, 0.4], [0.9, 0.0, -0.1], [0.2, -0.4, -0.2], [0.2, 0.0, 0.4], [1.0, -0.6, 1.1], [-1.8, -0.4, -1.3], [-0.4, -0.8, 0.1], [-0.1, 0.4, 0.1], [0.2, -0.3, 0.5], [0.4, 0.5, 0.5], [-1.1, -0.3, -0.3], [0.8, 0.1, 0.1], [-0.8, 0.5, -1.1], [-0.7, 0.5, 0.1], [0.1, 0.7, 0.0], [0.2, 0.0, -0.3], [-0.3, 0.1, 0.1], [0.0, 0.0, 0.1], [0.0, 0.4, 0.7], [0.2, -0.1, 0.3], [-0.2, -0.2, 0.0], [0.1, -0.1, -0.2], [-0.8, 0.1, -0.4], [0.7, -0.1, 0.4], [-0.2, 0.2, -0.2], [0.4, -0.1, -0.4], [0.5, 0.3, 0.2], [-0.6, 0.3, 0.0], [-0.4, 0.2, 0.0], [0.3, -0.2, 0.0], [-0.1, -0.1, -0.1], [0.3, -0.4, -0.2], [0.3, -0.2, 0.1], [0.2, 0.4, -0.1], [0.2, 0.1, -0.4], [0.0, 0.1, -0.4], [0.2, 0.8, -0.5], [-0.1, 0.0, 0.1], [-0.1, 0.1, 0.2], [-0.3, -0.5, -0.2], [-0.1, 0.0, 0.1], [0.1, 0.2, -0.2], [0.0, 0.2, -0.2], [-0.2, 0.4, 0.0]], "lowdin_charge": [-0.49, -0.08, -0.10, -0.12, -0.11, -0.10, -0.10, -0.34, -0.11, -0.11, -0.09, -0.10, -0.35, -0.34, -0.29, -0.34, 0.06, 0.10, 0.07, 0.07, 0.02, 0.06, 0.09, 0.06, 0.02, 0.11, 0.11, 0.06, 0.10, 0.07, 0.10, 0.08, 0.07, 0.10, 0.06, 0.09, 0.06, 0.03, 0.03, 0.07, 0.06, 0.06, 0.06, 0.06, 0.07, 0.11]}

---

(5)
{"formula": "H2N2O4S", "method": "the ωB97M-V functional and the def2-TZVPD basis", "spin_multiplicity": 1, "lumo_energy_ev": 0.486, "elements": ["S", "O", "O", "O", "O", "N", "N", "H", "H"], "xyz": [[0.842, 0.530, 0.696], [-0.287, -0.558, 1.229], [-2.613, 0.858, -0.286], [0.664, 0.752, -0.709], [2.083, -0.654, 0.916], [-1.568, 0.272, -2.156], [-2.102, 0.531, -1.250], [0.249, -1.386, 1.309], [2.732, -0.346, 0.250]], "atomic_forces_ev_per_a": [[-0.1, -1.2, 1.3], [1.5, 0.0, -0.3], [-2.2, 1.2, 3.9], [0.3, -0.2, -0.2], [-0.6, 1.6, -1.0], [2.0, -1.5, -4.3], [-0.1, 0.3, 0.2], [-0.8, 0.4, 0.0], [0.0, -0.5, 0.4]], "lowdin_charge": [0.91, -0.30, 0.11, -0.43, -0.30, 0.24, -0.35, 0.07, 0.06]}

---

Values of relative energy (zero: lowest compared OMol25 entry of this formula, charge and spin), in order: 4.308 2.188 0.000 1.593 0.092, all in eV.
Values of E_tot, in order: -640.997730 -458.774990 -4752.792814 -875.087141 -809.774938, all in Ha.